# C17H25ClN7O9RuS2SeTe

A structure of composition C17H25ClN7O9RuS2SeTe in a non-equilibrium geometry (ωB97M-V/def2-TZVPD, the OMol25 dataset).

Geometry as XYZ:
```
64
Properties=species:S:1:pos:R:3:forces:R:3
Ru -1.57266 -2.56687 0.76210 -1.7 1.3 1.0
O -5.21600 -0.57536 2.17223 -0.2 0.1 0.1
Cl -4.59044 -0.83177 0.90933 0.4 -0.3 0.0
O -4.80415 0.27131 0.01060 -0.1 0.2 -0.1
O -3.12004 -0.92132 1.13985 -0.5 0.0 0.0
O -5.05527 -2.05740 0.34144 0.0 0.1 0.0
C -2.59024 1.48404 -4.12831 0.0 0.0 0.0
N -2.13843 1.62368 -2.77005 0.0 0.3 0.0
C -1.97995 0.59886 -1.88016 -0.1 -0.8 -0.4
Se -2.24538 -1.18968 -2.15827 0.0 0.4 0.0
N -1.57194 1.15600 -0.72581 0.2 0.3 0.4
C -1.45250 2.52945 -0.84724 0.0 -0.2 0.2
C -1.05569 3.50634 0.04982 0.0 -0.1 -0.1
C -1.04627 4.80958 -0.43280 0.0 0.1 0.0
C -1.41488 5.11834 -1.74393 0.0 0.1 0.1
C -1.80766 4.12849 -2.63749 0.0 -0.1 0.0
C -1.81592 2.82834 -2.16026 -0.1 0.0 -0.2
H -2.78889 0.42882 -4.30385 0.0 0.0 0.0
H -1.82437 1.83464 -4.82433 0.0 0.0 0.0
H -3.50652 2.05780 -4.28083 0.0 0.0 0.0
H -1.44838 0.61830 0.12350 -0.1 -0.1 -0.3
H -0.75440 3.26376 1.06860 -0.1 0.1 -0.3
H -0.73812 5.60520 0.23345 0.0 0.0 0.0
H -1.39302 6.15000 -2.07397 0.0 0.0 0.0
H -2.09338 4.36211 -3.65528 0.0 0.0 0.0
C 4.34587 1.62171 -1.82770 0.0 0.0 0.0
C 4.29682 0.49415 -0.80715 0.0 0.0 0.0
S 3.73176 1.14194 0.76202 0.3 -0.2 -0.3
O 4.77298 2.00330 1.27344 -0.1 0.1 0.1
O 2.40635 1.65367 0.55387 -0.2 0.1 0.2
C 3.67202 -0.33044 1.77096 0.0 0.0 0.0
C 2.80856 -0.18190 3.02628 0.1 0.1 -0.1
N 1.39912 -0.32463 2.72299 0.1 -0.3 0.3
C 0.82787 -1.46528 2.22575 0.8 0.4 0.0
N -0.41807 -1.22983 1.87573 -1.2 0.9 -0.2
C -0.70218 0.08745 2.20005 0.2 -1.1 0.1
C 0.42530 0.66470 2.72743 0.3 -0.8 -0.4
N 0.59313 1.93679 3.21497 -0.1 2.6 1.3
O -0.37173 2.76216 3.02697 2.4 -1.8 0.6
O 1.65529 2.24118 3.88225 -2.6 -0.4 -1.5
C 1.56537 -2.74868 2.09400 0.1 0.2 0.1
H 4.69549 1.24160 -2.78783 0.0 0.0 0.0
H 5.02135 2.41036 -1.49680 0.0 0.0 0.0
H 3.35403 2.05082 -1.96241 0.0 0.0 0.0
H 5.27852 0.04977 -0.63603 0.0 0.0 0.0
H 3.58833 -0.28250 -1.09779 0.0 0.0 0.0
H 4.70982 -0.54335 2.03115 0.0 0.0 0.0
H 3.29311 -1.12865 1.13372 0.0 0.0 0.0
H 2.92332 0.79479 3.49855 0.2 -0.3 -0.1
H 3.10618 -0.95648 3.73514 -0.1 0.0 0.0
H -1.69122 0.49927 2.14268 -0.2 -0.1 -0.1
H 2.33934 -2.82412 2.86060 0.0 0.1 0.1
H 2.01255 -2.85845 1.10363 -0.2 0.0 0.0
H 0.85699 -3.56629 2.22513 -0.3 -0.1 0.0
O -0.18696 -3.13357 -0.08443 2.4 -0.9 -1.4
Te -1.93646 -4.11669 2.77163 0.0 -0.4 0.6
N -1.14799 -4.68421 -2.41730 -0.1 -0.3 -0.4
C -1.72201 -4.97522 -1.24308 -0.2 -0.1 0.4
N -1.05804 -5.84678 -0.43794 0.0 -0.1 -0.1
S -3.18472 -4.28688 -0.77742 0.2 0.2 -0.1
H -0.22175 -5.01398 -2.62577 0.1 0.2 0.1
H -1.52640 -3.91434 -2.94234 0.1 0.0 0.1
H -0.06035 -5.66741 -0.42022 0.0 0.1 0.0
H -1.42709 -5.80663 0.51692 0.0 0.0 0.0
```
Positions in Å, forces in eV/Å.

Total charge ... -2
HOMO-LUMO gap (alpha / beta) ... 2.803 / 2.924 eV
Expectation value of S² ... 0.7712
2S+1 ... 2
HOMO energy (alpha / beta) ... 0.5 / 0.5 eV
E_LUMO (alpha / beta) ... 3.290 / 3.396 eV
Maximum force ... 3.0 eV Å⁻¹
Molecular weight ... 878.6 g mol⁻¹

Löwdin population analysis, charges in e, atoms 1 to 2: Ru 0.58; O -0.35

***

# C17H25N3OS

The molecule C17H25N3OS (ωB97M-V/def2-TZVPD, the OMol25 dataset).

Geometry as XYZ:
```
47
Properties=species:S:1:pos:R:3:forces:R:3
C -0.19843 -1.57527 4.12218 0.0 0.1 0.2
C -0.85129 -0.81259 5.26798 -0.2 0.0 -0.3
C -2.19779 -0.21525 4.85460 0.1 -0.3 0.5
N -2.04482 0.74322 3.78948 0.3 0.4 -0.2
C -2.59060 0.62679 2.56074 -0.2 0.2 0.2
S -3.65126 -0.60199 2.21517 -0.5 -0.6 -0.2
N -2.28407 1.59031 1.64359 -0.1 0.0 0.2
C -0.98741 2.23482 1.57448 0.4 0.0 0.1
C -0.05807 1.44901 0.64348 -0.2 0.3 -0.1
C -0.68049 1.35297 -0.75506 0.0 0.0 0.2
N 0.15691 0.58105 -1.64431 -0.1 -0.2 0.2
C 0.89559 1.15062 -2.62847 -0.1 -0.2 0.2
O 0.89725 2.34952 -2.83252 0.0 0.2 -0.2
C 1.68948 0.19290 -3.45160 0.2 0.0 -0.3
C 1.89412 0.50021 -4.79203 -0.1 0.1 0.2
C 2.62966 -0.35390 -5.59259 0.0 0.0 0.0
C 3.17683 -1.50605 -5.05762 0.0 0.0 0.1
C 3.00361 -1.81793 -3.71307 0.0 0.0 0.0
C 3.60982 -3.06542 -3.14491 0.0 0.0 0.0
C 2.25436 -0.96192 -2.91949 -0.1 0.1 -0.1
C -2.08083 0.74941 -0.65517 0.1 0.3 0.0
C -2.91866 1.55084 0.34064 -0.3 -0.3 -0.3
H 0.00902 -0.90799 3.28816 0.0 0.0 -0.1
H 0.73875 -2.02285 4.44396 0.1 -0.1 0.0
H -0.85900 -2.36380 3.77030 0.0 -0.1 -0.1
H -0.18564 -0.01388 5.60700 0.0 0.0 0.1
H -1.02019 -1.48572 6.10943 0.0 0.1 0.1
H -2.67053 0.27208 5.71486 0.0 -0.1 -0.1
H -2.86202 -1.00083 4.48788 0.1 0.2 0.1
H -1.48319 1.55208 4.00346 -0.1 0.0 -0.1
H -0.53051 2.32480 2.56027 -0.1 0.1 -0.1
H -1.13507 3.24451 1.17839 0.1 0.0 0.1
H 0.91322 1.94153 0.58308 0.1 0.0 0.0
H 0.08649 0.44213 1.04525 0.0 0.0 0.0
H -0.73269 2.35743 -1.19185 0.0 -0.1 0.1
H 0.14773 -0.42065 -1.53999 0.0 0.0 -0.1
H 1.46950 1.41055 -5.18628 0.0 0.1 0.0
H 2.78179 -0.11894 -6.63556 0.0 0.0 -0.1
H 3.75515 -2.17019 -5.68393 0.1 -0.1 -0.1
H 3.55342 -3.06982 -2.05924 0.0 0.0 0.1
H 4.65309 -3.15328 -3.44212 0.1 -0.1 0.0
H 3.08239 -3.94251 -3.52018 0.0 -0.1 0.0
H 2.14184 -1.18823 -1.86755 0.0 0.0 0.1
H -2.56431 0.75165 -1.63211 0.0 0.0 -0.1
H -2.01708 -0.28334 -0.30372 0.0 -0.1 0.0
H -3.90573 1.10120 0.45057 0.1 0.2 -0.1
H -3.03035 2.58271 -0.00555 0.0 0.0 0.0
```
Positions in Å, forces in eV/Å.

HOMO-LUMO gap ... 8.615 eV
Structure (SMILES) ... CCCNC(=S)N1CCC(NC(=O)c2cccc(C)c2)CC1
HOMO energy ... -8.0 eV
E_LUMO ... 0.605 eV
Maximum force ... 0.8 eV Å⁻¹
Molecular weight ... 319.5 g mol⁻¹

Löwdin population analysis, charges in e, atoms 1 to 2: C -0.10; C -0.24

***

# C17H25N4O9P2Pb

A structure of composition C17H25N4O9P2Pb in a non-equilibrium geometry (ωB97M-V/def2-TZVPD, the OMol25 dataset).

Geometry as XYZ:
```
58
Properties=species:S:1:pos:R:3:forces:R:3
Pb 0.59554 0.32654 -0.75233 -0.7 0.9 0.3
P 2.76394 -0.35165 0.62436 -0.7 3.4 -1.6
C 2.73242 -2.08924 0.60495 -1.7 -2.7 1.4
C 1.51723 -2.83316 0.63020 1.0 0.9 -0.5
N 0.34267 -2.24876 0.21053 -1.1 -0.9 0.0
C -0.78742 -2.96596 0.24170 0.6 2.7 -0.3
C -0.82874 -4.29221 0.70043 1.0 -1.2 0.6
C 0.35842 -4.90016 1.11780 -0.7 -0.4 0.1
C 1.54306 -4.18534 1.07624 0.4 -0.1 -0.2
C -2.10264 -2.31303 -0.19020 0.7 -0.2 0.3
P -1.87123 -0.92048 -1.35756 -0.6 -0.4 -0.4
H 2.50073 -4.61775 1.37928 -0.4 0.0 0.0
H -1.78612 -4.81984 0.69220 0.4 0.0 0.1
H 0.34716 -5.93043 1.45747 0.0 0.1 0.0
H -2.72896 -3.09515 -0.63259 -0.1 0.2 -0.1
H -2.63016 -1.93518 0.70229 0.2 -0.1 -0.1
H 3.55337 -3.11659 -1.72694 0.1 -0.1 -0.7
H 3.61989 -2.66747 0.84512 0.3 0.0 -0.2
H 2.27755 -1.71439 -3.92405 -0.2 0.4 -0.3
O 3.55708 -3.08083 -2.69992 0.3 -0.3 0.8
H 4.32030 -3.64670 -2.93856 -0.5 0.4 -0.1
H 0.81776 0.84666 -2.53727 0.1 -0.3 1.2
O 1.81623 -0.88884 -4.18455 -0.2 -0.4 0.9
H 0.87169 -1.08545 -4.09845 0.3 -0.1 -0.4
C -1.76449 -1.74398 -3.00348 0.6 0.4 0.1
H -2.67643 -2.30431 -3.25748 0.2 0.2 0.2
H -1.61288 -0.94590 -3.75605 -0.1 -0.5 0.2
H -0.89980 -2.43577 -3.01175 -0.4 0.3 -0.1
C -3.42568 0.03614 -1.36943 0.4 0.5 0.3
H -3.29788 0.82746 -2.13143 -0.2 -0.3 0.4
H -4.31649 -0.55805 -1.61627 0.4 -0.1 0.0
H -3.55266 0.49722 -0.37211 0.0 -0.1 -0.5
C 2.80493 0.40543 2.27949 -0.4 -0.5 0.7
H 3.76783 0.21441 2.77193 -0.1 0.0 -0.2
H 2.64897 1.49322 2.17024 0.0 -0.5 -0.3
H 1.98929 -0.02196 2.88968 0.3 0.2 -0.2
C 3.95634 0.43458 -0.51460 0.4 -0.6 0.0
H 3.84330 1.53085 -0.41911 -0.1 -0.5 0.1
H 4.98138 0.14019 -0.25684 -0.1 0.2 -0.1
H 3.73570 0.12906 -1.55628 0.1 0.1 0.5
O -3.85986 6.20851 2.28062 2.1 -0.9 -1.3
N -2.84639 6.09431 1.56624 -1.5 3.4 -0.1
O -2.35116 7.04153 0.91142 -0.7 -2.4 1.2
C -2.18181 4.81529 1.49088 1.7 -1.8 -0.3
C -2.64253 3.71006 2.21982 -0.2 0.2 0.4
C -1.96959 2.48826 2.21719 1.2 0.6 -1.4
C -0.75872 2.30433 1.42591 -1.2 2.0 -0.3
O -0.27228 1.14575 1.24558 1.4 -1.9 -1.3
C -0.26106 3.50254 0.73962 -1.1 -0.9 0.8
C -1.01255 4.67774 0.72740 -0.7 1.0 0.4
N 0.90557 3.47125 -0.08020 0.7 2.2 -1.9
O 1.13093 4.43168 -0.83395 -0.2 -2.6 1.9
O 1.70392 2.46701 -0.03841 -0.9 0.3 -0.2
N -2.58410 1.34264 2.86407 -2.3 -0.8 1.8
O -3.60674 1.58594 3.54284 2.3 -0.6 -1.5
O -2.12024 0.19721 2.72095 -0.5 1.5 -0.1
H -3.56313 3.81972 2.79598 0.2 -0.1 -0.1
H -0.69149 5.52305 0.11737 0.0 -0.1 0.3
```
Positions in Å, forces in eV/Å.

Total charge ... +3
HOMO-LUMO gap (alpha / beta) ... 3.130 / 3.132 eV
HOMO energy (alpha / beta) ... -17.2 / -17.2 eV
E_LUMO (alpha / beta) ... -14.029 / -14.027 eV
Maximum force ... 3.8 eV Å⁻¹
Molecular weight ... 698.6 g mol⁻¹

Löwdin population analysis, charges in e, atoms 1 to 2: Pb 1.24; P 0.87

***

# C17H25N4OPtSSi

A structure of composition C17H25N4OPtSSi (ωB97M-V/def2-TZVPD, the OMol25 dataset).

Geometry as XYZ:
```
50
Properties=species:S:1:pos:R:3:forces:R:3
Pt 0.19782 0.72553 0.66839 -0.1 0.1 0.3
C 4.42744 0.23012 0.18140 0.0 0.0 0.0
C 4.78458 -0.39200 1.36375 0.0 0.0 0.0
C 3.80391 -0.69232 2.29811 0.0 0.0 0.0
C 2.49321 -0.34159 2.03292 0.0 0.0 0.0
N 2.17165 0.31259 0.89956 0.0 -0.2 -0.1
C 3.10155 0.57256 -0.01705 0.0 0.0 0.0
C 1.34246 -0.68907 2.89461 0.0 0.0 0.0
C 1.47129 -1.26195 4.14723 0.0 0.0 0.0
C 0.33364 -1.57276 4.87298 0.0 0.0 0.0
C -0.90614 -1.31529 4.31631 0.0 0.0 0.0
C -0.96914 -0.74074 3.06064 0.0 -0.1 -0.1
N 0.12613 -0.42217 2.36491 0.1 0.1 0.0
H 5.15877 0.45558 -0.58089 0.0 0.0 0.0
H 5.81493 -0.65833 1.55581 0.0 0.0 0.0
H 4.06180 -1.20554 3.21216 0.0 0.0 0.0
H 2.74067 1.06805 -0.90755 0.0 0.0 0.0
H 2.45046 -1.45663 4.55804 0.0 0.0 0.0
H 0.41825 -2.01125 5.85773 0.0 0.0 0.0
H -1.82156 -1.54632 4.84108 0.0 0.0 0.0
H -1.91375 -0.53592 2.57779 0.0 0.1 0.0
C -2.95481 3.19397 -1.82760 0.0 0.0 0.0
N -2.58782 1.81769 -2.08899 -0.2 0.1 0.0
C -2.66502 1.24477 -3.43586 0.0 0.0 0.0
C -2.21030 -0.21384 -3.22865 0.1 0.0 0.0
N -2.04476 -0.26798 -1.77802 -0.1 0.0 -0.1
C -2.24128 0.91420 -1.19846 0.2 -0.2 0.1
S -2.08364 1.16789 0.51299 0.0 0.1 -0.2
H -2.56193 3.81945 -2.62773 0.0 0.0 0.0
H -2.51591 3.49931 -0.88266 -0.1 0.0 0.0
H -4.03939 3.30204 -1.78491 0.0 0.0 0.0
H -2.00543 1.79709 -4.10401 0.0 0.0 0.0
H -3.68564 1.31896 -3.81371 0.0 0.0 0.0
H -1.26760 -0.42160 -3.73311 0.0 0.0 0.0
H -2.95522 -0.93334 -3.56266 0.0 0.0 0.0
H -1.74882 -1.06915 -1.25085 0.1 0.0 0.0
C 0.74941 4.44106 -2.18195 0.0 0.0 0.0
Si 0.89899 3.51641 -0.56375 -0.1 0.1 0.0
C 2.65153 3.76556 0.07552 0.0 -0.1 0.0
C -0.18457 4.30698 0.74821 0.0 0.1 0.0
O 0.49597 1.94703 -0.87405 0.1 -0.1 0.1
H 1.11428 5.46530 -2.07793 0.0 0.0 0.0
H -0.28606 4.49602 -2.52542 0.0 0.0 0.0
H 1.33508 3.95683 -2.96657 0.0 0.0 0.0
H 2.84033 4.84039 0.13784 0.0 0.0 0.0
H 3.42330 3.34877 -0.57456 0.0 0.0 0.0
H 2.78650 3.35630 1.08036 0.0 0.0 0.0
H 0.14050 5.33938 0.90632 0.0 0.0 0.0
H -0.08177 3.78368 1.70244 0.0 0.0 0.0
H -1.24707 4.33789 0.50533 0.0 0.0 0.0
```
Positions in Å, forces in eV/Å.

Total charge ... +1
HOMO-LUMO gap ... 7.793 eV
HOMO energy ... -11.3 eV
E_LUMO ... -3.507 eV
Maximum force ... 0.3 eV Å⁻¹
Molecular weight ... 556.6 g mol⁻¹

Löwdin population analysis, charges in e, atoms 1 to 2: Pt 0.93; C -0.01

***

Q: The highest molecular weight belongs to which entry?
A: C17H25ClN7O9RuS2SeTe

***

Q: What is the maximum force in the third record?
A: 3.8 eV Å⁻¹

***

Q: Which formula does entry 3 have?
A: C17H25N4O9P2Pb

***

Q: The lowest molecular weight belongs to which entry?
A: C17H25N3OS